A cluster of 20 separate species, C52H157N13O20 in total, computed with ωB97M-V with the def2-TZVPD basis set.

Properties
* total energy: -116780.3216 eV
* highest occupied orbital energy: -8.147 eV
* 2S+1: 1
* relative energy (zero: lowest compared OMol25 entry of this formula, charge and spin): 50.57 kcal per mole

Each line ends with the Mulliken charge.
Positions of all 242 atoms, in Å:
O: 3.8484 0.3598 1.2621  0.11
H: 4.7186 0.6960 1.4765  0.15
H: 3.3175 1.1430 1.1172  -0.13
O: 3.1478 -6.2343 1.3616  -0.89
H: 2.9476 -5.8386 0.5133  0.43
H: 3.9007 -5.7399 1.6854  0.42
O: -0.7420 -6.8097 0.6230  -0.63
H: -0.6062 -5.9717 1.0651  0.38
H: -0.0443 -7.3733 0.9574  0.31
O: 0.9252 -5.9500 2.6207  -0.73
H: 1.6830 -6.1507 2.0715  0.52
H: 1.1782 -5.1609 3.0999  0.09
O: -1.0404 0.9937 3.7498  -0.11
H: -1.4053 1.2754 4.5887  0.15
H: -0.7090 1.7978 3.3501  0.00
O: -5.8284 -3.6269 -0.3394  -0.82
H: -5.8149 -3.4505 0.6013  0.35
H: -4.9106 -3.5750 -0.6065  0.39
O: 0.5130 -3.4842 3.8795  0.10
H: 0.7712 -2.6714 3.4448  0.12
H: -0.3240 -3.2783 4.2957  0.15
C: 3.8912 -3.8657 4.3442  -0.61
C: 4.6089 -3.2490 3.1224  2.03
C: 5.7355 -2.1970 3.3733  -1.03
O: 4.9698 -1.1403 3.8616  -0.03
C: 5.7208 0.0272 4.0873  -0.90
N: 5.1628 -4.3441 2.3525  -0.51
H: 3.5818 -3.0790 5.0324  -0.37
H: 4.6172 -4.4385 4.9213  0.57
H: 3.0170 -4.4186 4.0006  -0.13
H: 3.8398 -2.7661 2.5195  -1.30
H: 6.2047 -1.9481 2.4214  0.38
H: 6.4298 -2.6581 4.0758  0.40
H: 6.6928 -0.1116 4.5607  0.35
H: 5.0087 0.3327 4.8538  0.23
H: 5.8771 0.7011 3.2449  0.20
H: 5.8465 -4.5942 3.0525  0.36
H: 5.6960 -3.8629 1.6424  0.22
C: -1.2793 -1.0600 6.4796  -1.65
C: -2.7731 -1.2892 6.1558  1.93
C: -2.9812 -2.8124 5.9116  -1.36
O: -2.2622 -3.2604 4.7657  -0.08
C: -2.7140 -4.5655 4.4760  -0.57
N: -3.6127 -0.9208 7.3006  -0.71
H: -0.7707 -1.6138 7.2687  0.48
H: -1.1728 -0.0197 6.7871  0.45
H: -0.7493 -1.0835 5.5275  0.16
H: -3.0662 -0.8535 5.2007  -0.73
H: -4.0600 -2.9682 5.9029  0.40
H: -2.5568 -3.3167 6.7797  0.37
H: -3.7932 -4.7095 4.4243  0.27
H: -2.2977 -5.3141 5.1501  0.25
H: -2.3611 -4.5826 3.4449  -0.01
H: -4.5406 -1.3159 7.2442  0.27
H: -3.2612 -1.1854 8.2098  0.25
C: 2.3199 2.2879 4.1962  -1.12
C: 1.8993 3.5606 3.4329  0.42
C: 2.7002 3.8045 2.1843  -1.27
O: 2.3498 2.8593 1.1268  0.28
C: 2.9355 3.4346 -0.1144  -0.71
N: 0.4051 3.6616 3.1043  -0.71
H: 1.7637 2.1450 5.1227  0.44
H: 3.3777 2.3780 4.4432  0.42
H: 2.1533 1.4473 3.5227  -0.22
H: 2.1042 4.4408 4.0422  0.50
H: 3.7542 3.5625 2.3207  0.42
H: 2.6319 4.8593 1.9183  0.56
H: 2.5571 4.4568 -0.1116  0.35
H: 2.4654 2.7461 -0.8165  0.06
H: 4.0234 3.4412 -0.0477  0.25
H: 0.2529 4.6172 2.8150  0.35
H: 0.4685 3.3504 2.1456  0.02
C: 4.8472 -5.4660 9.6467  -1.28
C: 4.4441 -4.0208 9.2901  0.41
C: 3.4008 -3.7088 8.1811  -0.21
O: 3.4181 -2.2668 8.0623  -0.44
C: 2.4599 -1.7120 7.1399  -0.19
N: 4.1478 -3.3355 10.5867  -0.83
H: 5.4109 -5.9490 8.8486  0.33
H: 3.9304 -6.0178 9.8545  0.31
H: 5.4513 -5.3201 10.5422  0.34
H: 5.3863 -3.6949 8.8495  0.18
H: 2.3854 -3.9592 8.4883  0.40
H: 3.6241 -4.1093 7.1922  0.04
H: 1.4990 -2.1758 7.3624  0.30
H: 2.7534 -1.7145 6.0902  -0.14
H: 2.3888 -0.6424 7.3375  0.23
H: 5.0309 -3.0348 10.9737  0.26
H: 3.7376 -2.4970 10.2011  0.34
C: -6.0243 5.3911 1.9298  -1.63
C: -5.8242 4.0595 1.2616  0.14
C: -4.3255 3.7356 1.1410  -0.29
O: -4.1652 2.7702 0.0284  -0.67
C: -2.8239 2.4700 -0.2599  0.36
N: -6.5110 3.0243 2.0696  -0.75
H: -5.7445 5.4365 2.9823  0.32
H: -7.0298 5.8101 1.9682  0.39
H: -5.3812 6.1080 1.4193  0.38
H: -6.2678 4.1478 0.2699  0.34
H: -3.9365 3.3622 2.0884  0.14
H: -3.7678 4.6570 0.9733  0.33
H: -2.8783 1.4931 -0.7404  -0.28
H: -2.1406 2.4980 0.5889  0.19
H: -2.4375 3.1658 -1.0046  0.07
H: -6.3395 2.1121 1.6713  0.29
H: -5.9095 3.1443 2.8720  0.37
C: -3.4715 2.0033 -6.4533  -1.52
C: -3.2657 3.4240 -5.8554  2.49
C: -3.4031 4.5485 -6.9446  -0.90
O: -2.5224 4.2097 -7.9475  -0.22
C: -2.4769 5.1575 -9.0472  -0.84
N: -4.1177 3.7562 -4.7063  -0.62
H: -4.3112 2.0500 -7.1468  0.30
H: -3.6335 1.2528 -5.6796  0.47
H: -2.5597 1.6856 -6.9591  0.29
H: -2.2277 3.5148 -5.5352  -1.42
H: -3.1675 5.5384 -6.5538  0.43
H: -4.4437 4.5754 -7.2677  0.41
H: -2.8626 6.1570 -8.8463  0.38
H: -3.0506 4.8175 -9.9094  0.30
H: -1.4440 5.2371 -9.3862  0.19
H: -5.1148 3.8027 -4.8602  0.30
H: -4.0732 2.9825 -4.0587  0.14
C: 1.6922 -4.2373 -2.7454  -0.72
C: 2.8953 -4.5982 -1.9361  0.59
C: 3.0741 -3.7496 -0.6583  -1.07
O: 3.1223 -2.3322 -0.8843  0.48
C: 4.3831 -1.8395 -1.4066  -1.07
N: 2.8013 -6.0400 -1.6118  -0.78
H: 1.5891 -4.5761 -3.7763  0.55
H: 1.7729 -3.1553 -2.8499  -0.32
H: 0.7581 -4.3595 -2.1971  0.23
H: 3.7712 -4.4490 -2.5675  0.49
H: 4.0414 -3.9333 -0.1906  0.08
H: 2.2071 -4.0387 -0.0643  0.38
H: 4.2941 -2.1838 -2.4370  0.34
H: 5.2349 -2.2547 -0.8681  0.29
H: 4.4772 -0.7576 -1.3123  0.12
H: 1.8472 -6.3347 -1.4610  0.20
H: 3.0592 -6.5396 -2.4508  0.33
C: -1.1197 -1.1821 1.1291  -0.90
C: 0.3468 -1.3720 0.6308  0.61
C: 0.8419 -0.3175 -0.3567  -0.33
O: 0.3040 -0.4513 -1.7195  0.47
C: 0.5818 0.6096 -2.6695  -0.48
N: 1.2482 -1.4967 1.7887  0.99
H: -1.4301 -1.9220 1.8668  0.12
H: -1.7954 -1.2755 0.2788  -0.10
H: -1.2454 -0.1980 1.5806  -0.33
H: 0.3113 -2.3110 0.0785  -0.29
H: 1.9230 -0.1964 -0.4249  -0.11
H: 0.4838 0.6621 -0.0400  0.57
H: -0.0684 0.4673 -3.5327  0.16
H: 1.6011 0.4848 -3.0348  0.20
H: 0.4646 1.6668 -2.4313  -0.03
H: 1.4198 -0.5981 2.2167  -0.52
H: 2.1758 -1.5883 1.3997  -0.42
C: -4.2724 -0.0999 2.4116  -0.73
C: -5.1817 -0.5176 1.2250  2.45
C: -6.3172 -1.3683 1.7742  -1.28
O: -5.9531 -2.5194 2.3450  -0.15
C: -6.9716 -3.3695 2.7177  -1.10
N: -5.6604 0.6519 0.3922  -0.50
H: -4.0950 -1.0260 2.9584  0.13
H: -4.7175 0.5223 3.1880  0.51
H: -3.3701 0.2977 1.9471  -0.33
H: -4.6084 -1.1373 0.5356  -1.00
H: -6.9457 -1.3556 0.8837  0.38
H: -6.8677 -0.8415 2.5538  0.37
H: -7.7112 -3.4694 1.9232  0.41
H: -7.5892 -2.9512 3.5125  0.34
H: -6.5494 -4.3339 2.9998  0.28
H: -5.0291 1.3904 0.1162  0.37
H: -6.1243 0.2797 -0.4240  0.24
C: -1.8749 -2.0669 -4.1951  -1.12
C: -2.7562 -2.2331 -2.9573  0.17
C: -2.3160 -3.3817 -1.9923  -0.22
O: -3.0720 -3.1934 -0.7542  0.31
C: -2.8608 -4.2700 0.1492  -0.57
N: -2.6021 -0.8704 -2.3547  -0.25
H: -1.8705 -3.0016 -4.7558  0.52
H: -0.8595 -1.9448 -3.8179  -0.18
H: -2.0489 -1.2134 -4.8503  0.28
H: -3.7919 -2.2680 -3.2951  0.52
H: -1.2402 -3.3358 -1.8227  -0.65
H: -2.4234 -4.3724 -2.4341  0.75
H: -3.3293 -4.2176 1.1320  0.33
H: -1.7946 -4.4943 0.1194  -0.16
H: -3.3124 -5.1392 -0.3290  0.39
H: -3.0329 -0.8696 -1.4412  -0.32
H: -1.6551 -0.7526 -2.0238  0.06
C: -0.7540 4.5742 -3.4534  -1.15
C: -0.7501 5.3594 -2.1317  0.61
C: -0.0082 6.7038 -2.3291  -1.17
O: -0.2031 7.5968 -1.1972  -0.34
C: 0.1049 8.9576 -1.4007  -0.83
N: -2.0979 5.6175 -1.7736  -0.39
H: 0.1603 3.9848 -3.5215  0.24
H: -1.0431 5.2549 -4.2542  0.58
H: -1.5304 3.8390 -3.2418  0.26
H: -0.2251 4.7564 -1.3908  -0.12
H: -0.3674 7.2854 -3.1782  0.42
H: 1.0301 6.7256 -2.6603  0.48
H: 0.2237 9.4375 -0.4292  0.24
H: -0.6637 9.4261 -2.0154  0.32
H: 1.0907 9.0911 -1.8462  0.31
H: -2.1221 6.3473 -1.0759  0.33
H: -2.4530 5.9689 -2.6514  0.28
C: 1.6236 -2.7447 -6.6874  -1.61
C: 1.5632 -1.2735 -6.0816  2.18
C: 2.8901 -0.5370 -5.9322  -1.13
O: 2.7689 0.6599 -5.1814  0.35
C: 3.9769 1.3884 -5.0408  -0.86
N: 0.5438 -0.7410 -6.9887  -0.57
H: 0.7299 -3.3447 -6.5164  0.32
H: 2.4608 -3.2784 -6.2374  0.41
H: 1.9699 -2.8521 -7.7153  0.42
H: 1.1512 -1.4695 -5.0917  -1.14
H: 3.2244 -0.4865 -6.9684  0.34
H: 3.6518 -1.1538 -5.4553  0.36
H: 4.7638 0.7868 -4.5857  0.39
H: 3.8038 2.2915 -4.4555  -0.08
H: 4.2960 1.5464 -6.0710  0.39
H: 0.9248 -0.5903 -7.9119  0.38
H: 0.3114 0.1490 -6.5715  -0.05
C: 0.5307 2.9796 -6.6314  0.17
C: 1.4110 3.7344 -7.6101  0.11
C: 2.3031 4.7881 -6.9178  -1.13
O: 3.0509 4.2053 -5.8990  0.06
C: 3.8751 5.1540 -5.2116  -0.96
N: 2.1615 2.7197 -8.3384  -0.61
H: -0.1622 3.5411 -6.0046  -0.33
H: 1.1712 2.4289 -5.9425  -0.39
H: -0.1002 2.2453 -7.1322  0.31
H: 0.8232 4.1768 -8.4144  0.31
H: 1.6748 5.5574 -6.4689  0.45
H: 3.0301 5.2839 -7.5610  0.48
H: 4.7374 4.6402 -4.7866  0.29
H: 3.4505 5.7280 -4.3880  0.23
H: 4.2898 5.9359 -5.8478  0.39
H: 2.5469 3.0603 -9.2075  0.27
H: 2.9029 2.4217 -7.7206  0.19